# 1
The following is a DFT calculation (ωB97M-V/def2-TZVPD) of a 8-piece molecular cluster, C37H95N5O12 overall.

Properties
Electronic energy = -71923.6256 eV
HOMO-LUMO gap = 9.12 eV
SMILES = COC[C@H](C)N.COCCNCCOC.COCCNCCOC.COCCNCCOC.COCCNCCOC.CC(C)O.CC(C)O.CC(C)O

Cartesian coordinates (Å):
O1 -2.7825 -3.7169 3.3574
O2 0.2239 -6.8567 -2.0333
O3 2.4621 -1.2242 3.6166
O4 -5.6240 0.9813 1.4936
O5 2.9961 3.9851 -0.6879
O6 -1.1628 -3.1433 7.0962
O7 -0.4050 1.7566 4.2127
O8 1.3751 -2.3193 -3.7515
O9 2.4497 1.3846 0.7020
O10 3.2148 4.2202 -3.5771
O11 -5.7805 2.8876 -6.2888
O12 0.2072 1.0149 -5.8697
N1 2.2411 1.3426 3.5906
N2 -2.8757 2.6510 -6.6767
N3 0.7671 -0.3288 6.0984
N4 -4.7068 -2.5016 1.7026
N5 2.5467 -4.1639 -1.5303
C1 1.3607 1.3912 -5.2333
C2 -5.3899 2.1007 2.2411
C3 -1.3154 -1.3099 5.1225
C4 -0.8439 -4.4141 7.4065
C5 0.3852 2.8395 3.8430
C6 1.2910 -2.3129 -5.1433
C7 1.6716 0.3529 0.0931
C8 2.6799 -2.7125 -1.8141
C9 4.8715 2.4364 -3.4353
C10 1.3699 -4.8527 -2.1181
C11 -1.8504 -4.6017 3.8825
C12 1.9304 4.8990 -0.3396
C13 -0.6163 2.1054 -6.0423
C14 -5.4536 -1.3160 1.3162
C15 1.8723 5.0482 1.1744
C16 -0.4567 -1.1119 6.3537
C17 1.2796 -6.1433 -1.4880
C18 -1.8695 1.6317 -6.7121
C19 -2.6051 -3.5757 2.0121
C20 1.6894 0.6564 -1.3933
C21 2.7026 -2.2951 -3.2547
C22 0.2643 0.2122 0.6566
C23 5.4918 4.8151 -3.9881
C24 -1.7499 2.0708 4.2155
C25 -6.7588 3.7047 -6.7042
C26 3.5099 0.7716 4.0801
C27 -3.5960 2.7532 -5.4361
C28 -4.8145 3.6079 -5.5892
C29 4.4640 3.6968 -4.1202
C30 0.3015 -8.2389 -1.7461
C31 2.3709 -2.4697 3.0265
C32 0.6029 4.3331 -0.8529
C33 3.6731 -0.5803 3.4010
C34 -3.3411 -2.3701 1.5218
C35 -5.0676 -0.1617 2.1016
C36 -0.0503 -2.4147 6.8564
C37 1.7483 2.5307 4.3019
H1 -0.2832 1.1463 0.5401
H2 3.3681 -2.9799 -3.8031
H3 1.2983 -8.6266 -1.9801
H4 -2.2034 -1.9236 5.3527
H5 5.6664 5.0979 -2.9466
H6 -2.0709 2.5794 3.2993
H7 -4.5958 4.5433 -6.1168
H8 -2.9654 3.2921 -4.7211
H9 0.5019 -4.2561 -1.8593
H10 -0.7957 -4.3236 3.7371
H11 1.7455 4.0653 1.6342
H12 -3.8661 1.7645 -5.0257
H13 -6.3391 4.5353 -7.2830
H14 -5.8304 1.9900 3.2392
H15 -0.8360 -1.8427 4.2905
H16 3.9656 -0.5008 2.3405
H17 2.4190 3.3668 4.1003
H18 0.2693 -0.1457 1.6874
H19 5.1664 5.7016 -4.5274
H20 -2.9054 -4.4981 1.4748
H21 3.4409 -4.6005 -1.7115
H22 -2.0273 -5.6305 3.5274
H23 -3.0849 -2.1647 0.4689
H24 -5.8988 2.9143 1.7370
H25 0.4873 0.5351 5.6383
H26 -2.0585 -4.5688 4.9574
H27 2.7188 0.5883 -1.7534
H28 -2.0314 2.6509 5.1108
H29 -0.2078 5.0645 -0.7456
H30 -3.5254 2.6204 -7.4402
H31 1.5015 0.6368 3.5819
H32 1.9465 -2.1259 -1.2522
H33 3.4794 0.6376 5.1777
H34 -0.4608 -8.7463 -2.3265
H35 -7.3370 4.0781 -5.8507
H36 -3.0013 -1.5445 2.1544
H37 -5.1811 3.8182 -4.5618
H38 2.0748 5.8563 -0.8386
H39 3.3287 4.1209 -2.5983
H40 -0.2325 -0.5898 0.0934
H41 -7.4117 3.1146 -7.3364
H42 0.5885 -2.3468 7.7579
H43 0.3599 -2.8007 -5.4276
H44 2.3781 1.3846 1.7522
H45 0.6961 3.9914 -1.8800
H46 -0.2330 -4.4449 8.3225
H47 -6.5142 -1.5340 1.4502
H48 -2.2588 0.7015 -6.2517
H49 0.3052 3.4718 -0.2304
H50 2.2477 -6.6586 -1.5899
H51 -1.7654 -4.9423 7.5925
H52 1.4657 -4.9079 -3.2107
H53 1.4671 -0.7665 5.4915
H54 1.1008 -5.9498 -0.4190
H55 -3.9675 -0.0626 2.0935
H56 -0.9992 -0.5573 7.1180
H57 1.3151 -1.2928 -5.5438
H58 -5.0396 -3.2764 1.1355
H59 1.3234 -2.7907 3.0225
H60 4.5052 -1.1253 3.8929
H61 0.0773 -8.4267 -0.6786
H62 6.4646 4.4965 -4.4063
H63 2.7737 5.5104 1.5699
H64 -0.1220 2.8847 -6.6487
H65 1.1649 1.8055 -4.2398
H66 2.9632 -3.2172 3.5690
H67 -2.3062 1.1274 4.2904
H68 1.9555 2.0902 -5.8494
H69 1.2838 1.6536 -1.5741
H70 -1.6538 -0.3570 4.7010
H71 5.9086 2.1269 -3.5709
H72 -1.5259 -3.4082 1.7993
H73 -0.2818 -4.8640 6.5748
H74 0.9871 5.6375 1.4690
H75 -4.3132 2.2862 2.3085
H76 0.5848 -2.9363 6.0958
H77 3.6553 -2.4271 -1.3845
H78 4.2865 1.4831 3.7826
H79 -5.3895 -0.3553 3.1390
H80 2.2372 -0.5827 0.2739
H81 0.0595 3.7281 4.4228
H82 2.0236 0.5257 -5.1509
H83 2.1087 -2.8977 -5.5956
H84 3.0638 -1.2494 -3.2858
H85 4.8248 2.6002 -2.3371
H86 1.0793 -0.0420 -1.9755
H87 1.6529 2.3255 5.3854
H88 2.6290 -2.4510 1.9509
H89 4.2338 3.4733 -5.1674
H90 4.1654 1.6217 -3.6033
H91 -1.6348 1.3803 -7.7550
H92 2.8351 3.1272 -0.2378
H93 0.2985 3.0664 2.7761
H94 -0.8670 2.5885 -5.0703
H95 -5.3244 -1.1131 0.2312

---

# 2
The following is a DFT calculation (ωB97M-V/def2-TZVPD) of C37H96CdF6N2O18S2 as an isolated structure.

Properties
Electronic energy = -122283.1557 eV
HOMO-LUMO gap = 3.14 eV

Cartesian coordinates (Å):
Cd1 -4.2846 -1.8403 -3.9840
S1 -8.0829 -4.2583 -5.1150
S2 -5.9365 -5.8535 -4.9531
F1 -7.7119 -2.6176 -7.1020
F2 -6.9854 -4.5263 -7.6175
F3 -5.2517 -6.1876 -2.3072
F4 -6.1216 -7.8546 -3.2105
F5 -7.4323 -6.2037 -2.6596
F6 -9.1777 -4.0936 -7.5381
O1 2.5944 -11.1609 3.1470
O2 -8.6784 -3.0915 -4.4626
O3 -4.4958 -5.6971 -5.0929
O4 -6.5309 -6.7554 -5.9883
O5 -5.3939 -2.4052 -0.3065
O6 8.2938 -3.4544 -2.9024
O7 6.1302 -7.9173 4.1330
O8 -6.2393 1.4409 -3.7904
O9 -3.8680 7.9578 -4.2253
O10 6.8970 2.2596 -6.4600
O11 6.5699 4.0556 1.1835
O12 1.5196 7.0805 1.1698
O13 -6.6671 9.1179 3.0227
O14 -1.5232 -5.4300 7.1964
O15 -2.6321 4.3621 6.6071
O16 -0.8816 -0.9154 -1.8350
O17 -8.8345 -5.5356 -4.9964
O18 3.8403 8.7815 -3.2208
N1 -6.4799 -4.2043 -4.7163
N2 -0.2266 -0.9278 -0.5204
C1 1.4268 -0.6869 1.8844
C2 7.4741 -5.1140 -4.4154
C3 -7.3223 1.8126 -2.8785
C4 6.6704 2.9645 2.0749
C5 -1.1686 -3.1840 6.2963
C6 0.6449 -2.0540 -0.1659
C7 -6.9746 3.1905 -2.3592
C8 -1.1053 1.3900 -0.0014
C9 5.1280 8.3162 -2.9569
C10 0.0617 0.4535 0.0395
C11 -2.5031 5.9701 -4.7303
C12 5.6151 1.3258 -4.6909
C13 0.9345 -2.0642 1.3722
C14 -2.7229 7.1237 -3.7467
C15 -5.0683 7.5010 2.7121
C16 0.4786 0.4213 1.5499
C17 -6.2032 -6.5874 -3.1317
C18 6.3651 -6.8761 3.1719
C19 5.6026 1.7962 -6.0880
C20 7.8112 -6.6034 3.4180
C21 -7.9508 -3.8638 -6.9877
C22 1.3024 1.1387 -0.6339
C23 2.0120 -2.1549 -0.9339
C24 5.1642 6.8615 -3.5023
C25 -3.3120 2.0484 6.7791
C26 -6.5794 -2.4072 0.5289
C27 -6.4186 -3.5357 1.5701
C28 1.3066 -9.8171 1.6500
C29 -1.5219 -4.6729 6.0167
C30 1.2898 -10.7971 2.7963
C31 -0.0512 -3.4767 -0.3827
C32 7.8648 3.1536 2.9850
C33 1.4917 7.4879 2.5288
C34 2.7928 8.3025 2.8285
C35 -3.4149 3.4492 7.2895
C36 8.3660 -4.8223 -3.1764
C37 -5.3575 8.7422 3.3785
H1 8.0540 2.3868 3.7362
H2 -2.8265 6.7264 -2.7370
H3 5.7340 -6.0198 3.4094
H4 4.4542 6.2133 -2.9885
H5 1.3311 2.2168 -0.4758
H6 -3.6242 2.0347 5.7348
H7 -6.7120 -1.4626 1.0564
H8 0.6913 8.2130 2.6760
H9 -1.1103 2.0068 0.8974
H10 -6.5622 1.7087 -4.6539
H11 -1.9912 -6.2174 6.9091
H12 4.7393 0.7301 -4.4333
H13 2.4328 -0.4800 1.5193
H14 -5.2321 8.7213 4.4611
H15 8.4027 -7.5039 3.2530
H16 8.1394 -5.2774 -2.2123
H17 -4.5680 9.4606 3.1578
H18 -3.9309 1.4377 7.4364
H19 2.7117 8.7518 3.8183
H20 1.2229 0.9057 -1.6957
H21 -1.9928 0.8164 0.2659
H22 -8.2513 1.8399 -3.4479
H23 5.6134 -8.7010 3.9323
H24 -6.3604 -4.4939 1.0539
H25 -2.6454 5.2145 7.0485
H26 -5.7714 6.7582 3.0888
H27 -1.4805 5.6064 -4.6297
H28 -5.0967 7.5474 1.6235
H29 8.8221 3.1739 2.4640
H30 -3.4884 8.6536 -4.7669
H31 6.5581 0.8391 -4.4422
H32 2.2034 0.6817 -0.2247
H33 4.8872 2.6051 -6.2361
H34 8.1943 -6.2479 4.3745
H35 -1.3791 -2.3692 5.6036
H36 -5.9243 3.3007 -2.0892
H37 -7.4785 -2.4518 -0.0856
H38 -7.1308 -3.6326 2.3896
H39 0.0707 -2.3594 1.9678
H40 6.1445 -7.2356 2.1668
H41 6.5702 -4.5438 -4.2011
H42 3.0635 9.1256 2.1673
H43 -4.6326 -2.0747 0.1760
H44 0.9592 6.3036 1.1069
H45 0.2780 -9.7205 1.3026
H46 -6.8076 9.1046 2.0731
H47 9.0210 -3.3498 -2.2844
H48 -1.2034 1.8110 -1.0020
H49 -0.5998 -3.6347 -1.3112
H50 0.7093 -10.4034 3.6307
H51 1.4989 -0.8371 2.9615
H52 4.7653 6.7962 -4.5146
H53 9.3853 -5.1972 -3.2696
H54 5.4603 8.3079 -1.9188
H55 -1.7032 -2.8961 7.2015
H56 0.6977 -11.6947 2.6177
H57 5.8292 2.9117 2.7661
H58 -5.4654 -3.5343 2.0987
H59 -0.4143 0.3134 2.1658
H60 1.7809 -2.7226 1.5676
H61 -7.4796 1.0681 -2.0981
H62 1.9304 -10.3903 0.9641
H63 6.1825 6.4778 -3.5640
H64 8.1192 -5.7840 2.7684
H65 -7.1080 3.9985 -3.0785
H66 1.2644 6.6060 3.1277
H67 5.6802 4.0383 0.8234
H68 3.4382 8.4559 -2.4122
H69 -2.5020 -4.6178 5.5430
H70 -0.1323 -3.0503 6.6066
H71 3.6973 7.6962 2.8761
H72 2.6465 -1.2914 -0.7342
H73 -4.0632 7.2277 3.0335
H74 5.4160 0.9302 -6.7230
H75 -1.8246 7.7410 -3.7440
H76 2.8368 -11.7565 2.4342
H77 -0.8186 -5.1348 5.3238
H78 6.5614 2.0166 1.5479
H79 7.8106 -4.8199 -5.4096
H80 -3.1799 5.1187 -4.6575
H81 -2.6976 6.2282 -5.7713
H82 -4.4596 3.7474 7.2013
H83 7.4189 1.4619 -6.3467
H84 5.8318 8.9972 -3.4353
H85 7.2509 -6.1790 -4.3518
H86 -3.2379 3.3461 8.3601
H87 1.6375 -8.8459 2.0179
H88 0.7013 -4.2634 -0.4366
H89 -7.4749 3.4158 -1.4174
H90 -0.8018 -3.6557 0.3872
H91 2.7040 -2.9517 -0.6610
H92 5.4982 2.2016 -4.0526
H93 1.8561 -2.1425 -2.0126
H94 7.9639 4.1218 3.4758
H95 1.0492 1.3127 1.8109
H96 -2.2957 1.6549 6.8013

---

# 3
The following is a DFT calculation (ωB97M-V/def2-TZVPD) of a 9-piece molecular cluster, C37H97ClN6O15 overall.

Properties
Electronic energy = -92069.9758 eV
Net charge = +4
HOMO-LUMO gap = 0.92 eV

Cartesian coordinates (Å):
Cl1 3.4592 -1.0553 6.0989
O1 6.1221 4.6756 8.2088
O2 -8.6185 1.8642 3.6147
O3 -1.7019 -3.6021 2.8017
O4 -2.2946 0.0510 1.8084
O5 0.9174 2.8734 -6.1380
O6 6.9345 2.6182 4.5878
O7 0.3842 -0.5904 -8.1743
O8 1.9955 -2.4566 -4.4601
O9 -0.9468 -4.0083 7.0275
O10 -0.0147 -1.5973 -3.7708
O11 4.2189 -1.4184 -7.4437
O12 -7.9026 5.8117 1.5615
O13 -2.4238 -0.3361 5.7090
O14 0.9002 -3.4565 -2.8346
O15 3.9003 -3.1000 -11.0272
N1 -0.2522 -2.2656 5.1811
N2 4.9583 1.4856 6.6273
N3 -1.0718 -2.2150 -0.0111
N4 2.4366 0.1686 -5.5503
N5 2.1413 -2.8215 -9.0704
N6 -7.4718 3.1704 1.5306
C1 -2.0728 -3.1719 0.3997
C2 7.1740 1.4420 3.8300
C3 -7.2320 4.0182 0.2264
C4 3.9375 0.3462 -5.7189
C5 1.2739 3.7679 -7.2100
C6 -3.6034 0.1411 2.5097
C7 -6.9933 5.4845 0.5808
C8 0.8534 -2.9528 -8.2689
C9 4.2422 -3.6682 -12.3010
C10 4.5472 2.1252 5.3262
C11 4.6159 -0.9434 -6.1857
C12 5.5708 3.0567 4.5722
C13 -8.0897 1.8327 1.2582
C14 -1.5412 -4.1134 1.4763
C15 -9.1224 1.5608 2.3368
C16 2.0611 2.6583 -5.2472
C17 -2.6070 -0.2862 0.4065
C18 -1.5946 -4.1383 8.3014
C19 0.8695 -3.2291 5.5960
C20 -0.1554 -1.8594 -8.5044
C21 -3.0545 -3.7547 3.2828
C22 2.8162 -4.1382 -9.3326
C23 -0.6293 0.4223 -8.2264
C24 4.9273 -0.8750 -8.5608
C25 -1.2347 0.1192 5.0245
C26 0.0184 -0.7634 5.3145
C27 4.1859 -3.9177 -9.8808
C28 0.5040 -3.6748 6.9741
C29 5.0355 2.5322 7.7399
C30 -9.5831 1.5247 4.6594
C31 -2.4906 0.1098 7.0965
C32 7.3216 5.4069 8.3143
C33 0.8877 -2.4438 -3.7324
C34 -7.8600 7.2335 1.8167
C35 -1.5603 -0.9561 -0.5411
C36 6.3140 3.3569 7.7427
C37 1.8835 1.2343 -4.7105
H1 -4.2268 0.9735 2.1017
H2 0.3655 -3.0957 -2.0912
H3 -2.6529 -3.8652 8.1646
H4 -2.6735 0.6391 -0.1524
H5 2.0618 0.2314 -6.5260
H6 -2.0013 -5.1083 1.3556
H7 -2.1290 -0.9872 -1.4173
H8 -10.0147 2.1285 2.1441
H9 -1.1676 -3.4463 9.0229
H10 0.8807 -0.5358 4.6528
H11 5.8088 -1.4079 -8.7462
H12 4.3859 -2.9238 -13.0458
H13 4.2008 3.2027 7.4814
H14 0.8039 1.2507 -4.5898
H15 -10.4543 2.1438 4.4695
H16 2.8288 -2.1646 -8.6332
H17 2.8362 -4.6693 -8.3954
H18 0.2933 -0.6966 6.3553
H19 1.8125 -2.6889 5.6135
H20 4.8115 2.0932 8.7055
H21 5.8719 1.0428 6.4265
H22 -9.7647 0.4597 4.7146
H23 5.6816 -0.6706 -6.1419
H24 4.7687 -3.3962 -9.1706
H25 6.7082 0.5500 4.2509
H26 -6.6667 3.1027 2.0809
H27 2.2194 -4.6965 -10.0717
H28 -6.4371 3.5613 -0.3047
H29 -0.5251 -1.8745 -9.5247
H30 -8.5119 7.4898 2.6277
H31 -3.3734 -4.7846 3.3098
H32 -1.5263 -5.1561 8.7747
H33 -0.5230 -2.4854 4.1785
H34 4.3656 -1.1457 -9.4279
H35 1.0231 -4.6131 7.2906
H36 3.4113 -4.3426 -12.5312
H37 -3.2158 -3.2183 4.2136
H38 -3.6093 -0.8332 0.3907
H39 2.9543 2.7729 -5.8772
H40 4.5772 -4.9400 -10.1686
H41 -4.1756 -0.7704 2.3456
H42 6.9886 2.9536 8.4752
H43 -8.1386 3.6904 2.1038
H44 -2.9772 -2.7114 0.7561
H45 5.2828 3.0009 3.5529
H46 -0.6873 -0.2698 -0.6953
H47 -1.4083 0.1620 -7.4218
H48 -0.1933 -9.4241 9.2982
H49 -1.4674 -0.0087 4.0013
H50 0.7346 -2.8394 7.6825
H51 1.2069 -2.9748 -7.2469
H52 -2.4237 -3.7952 -0.3882
H53 -0.1212 1.3282 -7.9883
H54 4.1758 1.2168 -6.3283
H55 4.2848 0.4647 -4.7117
H56 4.2790 1.2514 4.7288
H57 1.8255 3.2508 -7.9688
H58 2.0204 3.3199 -4.3199
H59 -8.5683 1.8622 0.2889
H60 2.2458 1.0913 -3.6992
H61 5.1380 -4.2230 -12.1966
H62 4.3847 -1.6955 -5.4984
H63 6.7755 1.4804 2.8190
H64 -1.0184 -2.1531 -7.9215
H65 -1.6461 -0.3340 7.6273
H66 0.9577 -4.0259 4.8680
H67 -3.7358 -3.3419 2.5084
H68 -8.0417 7.7535 0.8526
H69 -3.4180 0.4095 3.5520
H70 -0.9650 1.2013 5.3327
H71 4.3182 0.6662 6.7839
H72 7.0342 6.4439 8.4366
H73 -0.4894 -4.2838 1.3563
H74 5.2201 0.1407 -8.5131
H75 -6.0003 5.7866 0.9872
H76 -9.1186 1.8044 5.5909
H77 6.8310 3.2883 6.7938
H78 7.8442 5.1445 9.2783
H79 -0.5129 -2.0671 0.8098
H80 -2.5197 1.1832 7.1259
H81 2.0257 -1.5092 -4.7701
H82 5.6018 4.0016 5.0529
H83 1.7848 4.6607 -6.9193
H84 -6.7549 7.5033 2.0735
H85 -7.2073 6.0424 -0.2982
H86 0.3201 4.0926 -7.6631
H87 -7.2191 1.1062 1.2005
H88 8.2699 1.2454 3.8000
H89 0.3837 -3.8570 -8.6946
H90 1.8682 -2.4979 -9.9757
H91 -0.9688 0.5314 -9.2638
H92 -1.1288 -2.6219 5.6679
H93 -9.4238 0.5042 2.3688
H94 3.6371 2.7473 5.6050
H95 -8.1753 4.0005 -0.3351
H96 7.9453 5.2136 7.4318
H97 -3.3623 -0.3173 7.5107

---

Energy above the lowest of the compared OMol25 structures with the same formula, charge and spin: 0.0; 1054.9; 790.8 (kJ/mol)
F_max: 3.117; 7.343; 3.769 (eV Å⁻¹)